Record 1
The following is a quantum chemistry calculation of a molecular structure, C31H49BN2O2P2Ru, from OMol25.

## Properties
HOMO level (spin up / spin down) in Eh: -0.50422 / -0.50421
Net charge: +2
Frontier orbital gap (spin up / spin down) in eV: 5.51 / 5.50

The geometry in XYZ format:
```
88
Properties=species:S:1:pos:R:3:lowdin_charge:R:1
Ru -0.366 -1.061 -0.583 0.889
C -2.333 1.062 -0.945 -0.113
C -1.675 1.408 -2.281 -0.701
C -0.913 0.175 -2.807 -0.143
C -2.785 1.705 -3.295 -0.087
P -0.405 2.792 -2.320 1.169
C 0.843 2.382 -0.935 -0.222
N 0.612 1.637 0.311 0.092
B 1.042 0.222 0.574 -0.692
N 0.754 0.058 2.037 0.065
C 0.695 -1.274 2.610 -0.168
P -0.250 -2.266 1.350 1.077
C 0.588 -3.924 1.142 -0.656
C 0.100 -4.527 -0.186 -0.078
C 2.109 -3.734 1.058 -0.064
C 0.309 -4.897 2.291 -0.070
C -1.974 -2.432 2.056 -0.670
C -2.801 -3.391 1.189 -0.079
C -2.013 -2.880 3.522 -0.062
C -2.623 -1.046 1.975 -0.081
C 0.212 1.181 2.518 -0.133
C -0.272 1.471 3.808 0.017
C -0.709 2.743 4.046 -0.007
C -0.683 3.745 3.031 -0.003
C -0.255 3.476 1.762 0.022
C 0.173 2.170 1.469 -0.118
C -1.248 4.417 -1.920 -0.711
C -1.772 4.934 -3.275 -0.106
C -0.141 5.399 -1.502 -0.107
C -2.412 4.423 -0.923 -0.079
H -2.993 0.196 -1.087 0.088
H -2.954 1.864 -0.549 0.084
H -1.597 0.852 -0.146 0.034
H -1.507 -0.744 -2.657 0.092
H 0.113 0.078 -2.414 0.046
H -0.759 0.234 -3.885 0.110
H -3.389 0.805 -3.442 0.100
H -2.375 1.991 -4.264 0.093
H -3.453 2.493 -2.952 0.072
H 1.313 3.336 -0.691 0.095
H 1.613 1.817 -1.464 0.085
H 0.225 -1.276 3.589 0.093
H 1.704 -1.670 2.716 0.107
H 0.297 -3.867 -1.035 0.066
H -0.959 -4.775 -0.170 0.069
H 0.650 -5.452 -0.372 0.103
H 2.416 -3.082 0.244 0.063
H 2.552 -4.712 0.859 0.107
H 2.546 -3.377 1.989 0.085
H -0.738 -5.182 2.362 0.071
H 0.635 -4.503 3.255 0.094
H 0.879 -5.810 2.105 0.103
H -2.503 -4.430 1.310 0.075
H -2.750 -3.139 0.126 0.078
H -3.847 -3.315 1.491 0.102
H -1.523 -3.831 3.704 0.066
H -3.061 -2.992 3.810 0.104
H -1.586 -2.134 4.193 0.077
H -2.775 -0.724 0.944 0.047
H -2.060 -0.277 2.507 0.073
H -3.614 -1.098 2.432 0.108
H -0.256 0.726 4.591 0.126
H -1.062 3.013 5.032 0.128
H -1.007 4.745 3.284 0.128
H -0.231 4.244 1.009 0.087
H -0.968 5.018 -4.006 0.086
H -2.199 5.928 -3.125 0.098
H -2.553 4.305 -3.695 0.061
H 0.720 5.343 -2.172 0.090
H 0.216 5.258 -0.483 0.050
H -0.533 6.415 -1.563 0.098
H -3.319 4.014 -1.372 0.077
H -2.641 5.453 -0.639 0.099
H -2.218 3.865 -0.010 0.050
O 2.368 -0.193 0.138 0.187
C 2.476 -0.991 -0.890 -0.409
O 1.426 -1.528 -1.344 -0.110
C 3.781 -1.245 -1.457 -0.142
C 4.904 -0.579 -0.953 0.010
C 6.144 -0.832 -1.507 -0.039
C 6.263 -1.741 -2.552 -0.028
C 5.147 -2.403 -3.054 -0.039
C 3.902 -2.158 -2.510 0.008
H 4.798 0.125 -0.140 0.126
H 7.019 -0.323 -1.128 0.119
H 7.237 -1.935 -2.982 0.122
H 5.254 -3.106 -3.868 0.119
H 3.026 -2.666 -2.888 0.126
```

***

Record 2
The following is a quantum chemistry calculation of 3 unconnected molecules or ions with the total composition C31H49ClN4O8S, from OMol25.

## Properties
HOMO level in Eh: -0.33878
SMILES: CCCCCCCCCCN(NCCCC)C(=O)OCCCCS(=O)(=O)Cl.O=[N+]([O-])c1ccccc1.O=[N+]([O-])c1ccccc1
Frontier orbital gap in eV: 8.50

The geometry in XYZ format:
```
94
Properties=species:S:1:pos:R:3:lowdin_charge:R:1
C 1.042 6.376 1.175 -0.103
C 0.833 6.422 -0.340 -0.257
C -0.134 5.372 -0.904 -0.196
C 0.068 3.906 -0.498 -0.210
C 1.175 3.153 -1.250 -0.192
C 2.621 3.449 -0.836 -0.183
C 2.992 3.052 0.597 -0.194
C 3.388 1.566 0.791 -0.177
C 2.326 0.675 1.478 -0.158
C 1.990 -0.613 0.709 -0.134
N 0.965 -0.423 -0.330 -0.047
N -0.329 -0.928 -0.064 0.001
C -1.298 0.139 0.196 -0.194
C -1.444 0.616 1.642 -0.197
C -2.798 1.291 1.887 -0.263
C -2.886 2.647 1.172 -0.104
C 1.392 -0.688 -1.631 -0.551
O 2.261 -0.056 -2.138 0.144
O 0.781 -1.705 -2.298 -0.042
C -0.304 -1.240 -3.131 -0.141
C 0.172 -0.389 -4.315 -0.156
C -0.300 1.061 -4.155 -0.231
C 0.281 1.963 -5.233 -0.274
S -0.390 3.629 -5.136 0.333
O 0.665 4.572 -5.340 -0.336
O -1.267 3.743 -4.012 -0.341
Cl -1.574 3.679 -6.800 0.385
H 1.877 7.023 1.460 0.071
H 0.151 6.725 1.705 0.074
H 1.270 5.372 1.540 0.044
H 0.402 7.404 -0.573 0.103
H 1.798 6.400 -0.855 0.090
H -1.149 5.664 -0.610 0.111
H -0.106 5.417 -1.999 0.101
H -0.874 3.390 -0.727 0.085
H 0.211 3.797 0.584 0.085
H 0.999 2.080 -1.134 0.076
H 1.060 3.367 -2.323 0.097
H 2.816 4.516 -0.985 0.095
H 3.290 2.911 -1.519 0.111
H 3.863 3.656 0.875 0.106
H 2.208 3.323 1.311 0.087
H 4.270 1.559 1.439 0.103
H 3.683 1.133 -0.168 0.097
H 2.668 0.398 2.479 0.109
H 1.400 1.249 1.584 0.085
H 2.901 -0.972 0.216 0.124
H 1.671 -1.411 1.388 0.118
H -0.297 -1.581 0.712 0.113
H -2.282 -0.193 -0.161 0.121
H -1.003 0.989 -0.429 0.105
H -1.308 -0.213 2.350 0.100
H -0.666 1.353 1.883 0.093
H -2.924 1.460 2.961 0.108
H -3.615 0.645 1.559 0.082
H -2.964 2.527 0.088 0.070
H -1.996 3.253 1.375 0.060
H -3.756 3.214 1.511 0.073
H -0.830 -2.137 -3.463 0.129
H -1.002 -0.670 -2.513 0.109
H -0.151 -0.810 -5.272 0.120
H 1.266 -0.386 -4.321 0.116
H -1.394 1.104 -4.186 0.125
H 0.005 1.419 -3.168 0.095
H 1.358 2.109 -5.122 0.116
H 0.074 1.575 -6.231 0.089
O 1.300 -8.004 2.280 0.070
N 2.329 -7.481 1.895 -0.354
O 3.443 -7.803 2.253 0.078
C 2.211 -6.373 0.930 -0.151
C 0.951 -5.965 0.531 -0.005
C 0.847 -4.912 -0.365 -0.059
C 1.992 -4.297 -0.854 -0.063
C 3.247 -4.730 -0.442 -0.057
C 3.366 -5.774 0.461 -0.003
H 0.072 -6.461 0.913 0.117
H -0.129 -4.573 -0.688 0.110
H 1.906 -3.483 -1.559 0.090
H 4.137 -4.251 -0.826 0.110
H 4.333 -6.122 0.792 0.119
O -6.219 -2.499 2.766 0.087
N -5.027 -2.330 2.922 -0.341
O -4.441 -1.290 2.686 0.065
C -4.239 -3.457 3.447 -0.146
C -4.878 -4.657 3.694 -0.001
C -4.133 -5.711 4.198 -0.062
C -2.777 -5.550 4.450 -0.067
C -2.158 -4.333 4.197 -0.064
C -2.890 -3.272 3.689 -0.004
H -5.935 -4.761 3.500 0.120
H -4.614 -6.659 4.398 0.109
H -2.200 -6.376 4.844 0.109
H -1.103 -4.209 4.399 0.108
H -2.429 -2.315 3.492 0.107
```

***

Record 3
The following is a quantum chemistry calculation of a molecular structure, C31H49FKN13O3, from OMol25.

## Properties
HOMO level in Eh: -0.23060
Frontier orbital gap in eV: 4.85

The geometry in XYZ format:
```
98
Properties=species:S:1:pos:R:3:lowdin_charge:R:1
K 0.031 -0.360 -0.225 0.782
N 1.241 1.362 1.354 -0.050
C 1.239 1.252 2.811 -0.257
C -0.164 0.894 3.305 -0.201
N -0.638 -0.394 2.815 -0.180
C -0.048 -1.535 3.497 -0.205
C 0.025 -2.764 2.594 -0.252
N 0.844 -2.460 1.425 -0.022
C -2.095 -0.499 2.681 -0.189
C -2.568 -0.492 1.229 -0.272
N -2.345 0.821 0.601 -0.003
H 2.160 1.554 0.977 0.071
H 0.612 2.089 1.026 0.076
H 1.553 2.164 3.330 0.104
H 1.944 0.466 3.090 0.099
H -0.848 1.658 2.933 0.113
H -0.172 0.939 4.408 0.119
H -0.604 -1.787 4.416 0.119
H 0.971 -1.276 3.798 0.109
H -0.982 -3.014 2.249 0.108
H 0.380 -3.616 3.187 0.105
H 0.732 -3.140 0.680 0.037
H 1.829 -2.415 1.654 0.076
H -2.589 0.319 3.221 0.119
H -2.435 -1.432 3.143 0.113
H -3.615 -0.812 1.202 0.116
H -1.990 -1.234 0.674 0.064
H -3.126 1.438 0.783 0.080
H -2.309 0.709 -0.411 0.047
C 1.315 0.318 -7.864 -0.065
C 0.217 1.187 -7.263 -0.197
N 0.325 1.311 -5.813 -0.029
C -0.261 0.340 -5.048 0.014
C -0.137 0.185 -3.715 -0.020
C -0.839 -1.052 -3.136 -0.615
O -0.896 -2.027 -3.906 -0.007
O -1.277 -0.988 -1.952 -0.185
C 0.722 1.114 -2.982 -0.354
O 1.027 1.026 -1.800 -0.102
C 1.476 2.065 -3.852 -0.080
C 2.403 2.897 -3.251 0.079
C 3.112 3.797 -3.997 -0.192
F 4.030 4.594 -3.385 0.045
C 2.916 3.908 -5.369 -0.161
C 1.989 3.079 -5.973 0.044
C 1.265 2.144 -5.231 -0.136
N 3.619 4.840 -6.203 -0.131
C 4.201 6.043 -5.619 -0.127
C 4.487 7.018 -6.797 -0.065
N 3.774 6.451 -7.991 0.034
C 4.477 5.203 -8.444 -0.072
C 4.532 4.282 -7.195 -0.112
H 1.205 0.245 -8.947 0.074
H 1.268 -0.687 -7.441 0.082
H 2.304 0.724 -7.637 0.062
H -0.759 0.751 -7.464 0.124
H 0.213 2.182 -7.706 0.106
H -0.875 -0.367 -5.592 0.142
H 2.534 2.829 -2.178 0.141
H 1.826 3.186 -7.038 0.107
H 5.130 5.851 -5.081 0.126
H 3.489 6.479 -4.923 0.139
H 5.546 7.068 -7.038 0.129
H 4.118 8.023 -6.610 0.132
H 3.607 7.120 -8.735 0.182
H 2.896 6.082 -7.592 0.177
H 5.465 5.471 -8.808 0.129
H 3.896 4.775 -9.257 0.132
H 5.557 4.239 -6.808 0.134
H 4.228 3.274 -7.454 0.126
N -5.205 2.359 -2.631 0.043
C -4.200 2.611 -3.159 -0.462
N -3.121 2.924 -3.850 0.016
C -1.935 2.999 -3.322 -0.396
N -0.842 3.125 -2.924 0.133
C -0.027 -5.035 -3.560 -0.170
C -0.611 -4.732 -2.198 -0.182
N 0.118 -3.641 -1.541 0.065
C 1.380 -3.230 -1.974 -0.381
N 1.829 -2.123 -1.481 0.045
C 3.142 -1.653 -1.900 -0.229
C 3.533 -2.187 -3.267 -0.170
C 3.408 -3.698 -3.226 -0.163
N 2.064 -4.066 -2.822 -0.041
C 1.456 -5.266 -3.378 -0.159
H -0.181 -4.161 -4.194 0.098
H -0.511 -5.904 -4.012 0.115
H -0.561 -5.626 -1.569 0.107
H -1.653 -4.430 -2.285 0.122
H -0.462 -2.811 -1.424 0.080
H 3.901 -1.957 -1.166 0.110
H 3.120 -0.560 -1.905 0.094
H 4.553 -1.900 -3.534 0.108
H 2.842 -1.788 -4.016 0.116
H 4.152 -4.105 -2.529 0.122
H 3.602 -4.141 -4.204 0.112
H 1.627 -6.127 -2.719 0.120
H 1.943 -5.483 -4.330 0.113
```

***

Record 4
The following is a quantum chemistry calculation of a molecular structure, C31H49NO3P2RuS, from OMol25.

## Properties
HOMO level (spin up / spin down) in Eh: -0.47342 / -0.48569
Net charge: +2
Multiplicity: 5
Frontier orbital gap (spin up / spin down) in eV: 6.31 / 2.41

The geometry in XYZ format:
```
88
Properties=species:S:1:pos:R:3:lowdin_charge:R:1
Ru -0.111 0.228 0.161 0.980
C 2.210 1.558 0.471 -0.208
C 2.402 1.469 -0.924 -0.218
C 0.251 2.253 -0.600 -0.368
C 0.890 2.078 0.727 -0.369
C 1.245 1.937 -1.581 -0.191
C 3.275 1.385 1.488 -0.017
H 3.948 0.546 1.245 0.084
H 2.851 1.214 2.486 0.074
H 3.910 2.287 1.554 0.124
C 0.514 2.882 1.916 -0.023
H 1.137 2.634 2.776 0.078
H -0.530 2.704 2.177 0.054
H 0.630 3.952 1.694 0.113
C -0.914 3.142 -0.841 -0.030
H -0.591 4.180 -1.017 0.114
H -1.588 3.132 0.019 0.066
H -1.489 2.815 -1.712 0.071
C 1.150 2.264 -3.022 -0.010
H 1.742 3.162 -3.258 0.124
H 0.116 2.477 -3.309 0.078
H 1.532 1.448 -3.654 0.067
C 3.693 1.133 -1.576 -0.012
H 4.403 1.978 -1.541 0.121
H 3.545 0.862 -2.626 0.054
H 4.178 0.285 -1.076 0.065
C 1.746 -2.845 -1.048 -0.097
C 2.858 -2.099 -0.921 -0.082
C 4.104 -2.355 -1.733 -0.139
C 4.089 -1.851 -3.211 -0.124
C 2.774 -1.300 -3.704 0.052
C 1.674 -2.070 -3.827 0.057
C 1.690 -3.551 -3.550 -0.118
C 1.649 -3.967 -2.051 -0.148
H 4.358 -3.431 -1.752 0.130
H 4.435 -2.692 -3.842 0.148
H 4.954 -1.865 -1.226 0.125
H 2.447 -4.716 -1.897 0.134
H 0.911 -2.726 -0.370 0.060
H 2.937 -1.317 -0.173 0.078
H 0.703 -4.504 -1.875 0.121
H 0.806 -3.989 -4.046 0.133
H 0.779 -1.694 -4.322 0.129
H 2.569 -4.039 -4.007 0.143
H 4.857 -1.064 -3.312 0.127
H 2.817 -0.300 -4.144 0.126
P 0.234 -1.079 2.117 0.767
C 0.116 -0.143 3.677 -0.201
H 0.039 -0.861 4.510 0.075
H -0.772 0.505 3.680 0.053
H 1.015 0.478 3.804 0.045
C -0.986 -2.416 2.222 -0.235
H -0.914 -2.879 3.220 0.076
H -0.787 -3.176 1.454 0.033
H -1.997 -1.992 2.095 0.019
C 1.860 -1.846 2.273 -0.242
H 2.058 -2.517 1.427 0.018
H 1.908 -2.418 3.213 0.077
H 2.640 -1.072 2.285 0.033
P -1.644 -0.615 -1.363 0.751
C -1.215 -0.040 -3.023 -0.247
H -1.800 -0.594 -3.774 0.074
H -0.145 -0.204 -3.214 0.005
H -1.444 1.028 -3.116 0.043
C -1.564 -2.419 -1.402 -0.230
H -0.666 -2.749 -1.947 0.016
H -2.469 -2.818 -1.889 0.078
H -1.517 -2.807 -0.372 0.028
C -3.393 -0.179 -1.183 -0.212
H -3.971 -0.580 -2.029 0.073
H -3.485 0.917 -1.164 0.065
H -3.771 -0.578 -0.230 0.039
O -4.344 -1.143 4.282 -0.292
S -4.688 -0.463 3.048 0.664
O -5.857 -0.846 2.323 -0.272
N -3.346 -0.403 2.032 -0.067
C -2.842 0.821 1.910 -0.502
O -1.814 1.105 1.187 -0.223
C -3.603 1.867 2.634 -0.140
C -3.384 3.261 2.676 -0.002
C -4.281 4.038 3.412 -0.048
C -5.364 3.436 4.089 -0.034
C -5.570 2.046 4.050 -0.004
C -4.662 1.292 3.303 -0.218
H -2.537 3.683 2.138 0.099
H -4.151 5.124 3.465 0.116
H -6.057 4.057 4.657 0.117
H -6.389 1.550 4.560 0.129
```

***

Record 5
The following is a quantum chemistry calculation of a molecular structure, C31H50BrCdN3OP2, from OMol25.

## Properties
HOMO level in Eh: -0.49294
Net charge: +2
Frontier orbital gap in eV: 7.23

The geometry in XYZ format:
```
89
Properties=species:S:1:pos:R:3:lowdin_charge:R:1
C 2.161 4.749 -1.524 0.005
C 1.137 4.156 -2.332 -0.228
C 1.457 3.995 -3.706 -0.001
C 2.804 3.746 -4.001 -0.135
N 3.759 3.924 -3.086 0.050
C 3.483 4.465 -1.905 -0.136
C -0.048 3.600 -1.766 0.070
C -1.078 3.099 -1.281 0.055
C -2.022 2.428 -0.435 -0.205
C -1.977 0.995 -0.131 -0.236
C -2.932 0.478 0.844 -0.270
C -3.908 1.351 1.310 -0.651
C -4.103 2.644 0.815 -0.048
C -3.131 3.172 -0.038 0.010
Cd -0.780 -0.465 1.088 1.313
P 1.335 -0.496 -0.456 0.901
H 0.736 3.987 -4.537 0.128
H 2.000 5.340 -0.628 0.116
H 3.076 3.386 -4.999 0.121
H 4.296 4.690 -1.211 0.116
H -3.249 4.187 -0.388 0.136
H -1.727 0.416 -1.055 0.019
H -4.974 3.219 1.098 0.124
H -3.013 -0.582 1.223 0.081
C 1.977 -2.218 -0.302 -0.412
C 3.223 -2.611 -1.078 -0.133
H 1.140 -2.870 -0.600 0.045
H 2.133 -2.398 0.773 0.073
H 3.450 -3.665 -0.878 0.090
H 3.101 -2.521 -2.160 0.072
H 4.101 -2.039 -0.771 0.061
C 1.489 -0.009 -2.262 -0.353
C 2.889 0.259 -2.815 -0.127
H 0.869 0.900 -2.372 0.061
H 1.009 -0.806 -2.860 0.055
H 2.839 0.336 -3.910 0.091
H 3.298 1.212 -2.459 0.061
H 3.600 -0.541 -2.586 0.054
C 2.499 0.640 0.426 -0.397
C 3.988 0.309 0.427 -0.139
H 2.129 0.669 1.466 0.042
H 2.341 1.648 0.003 0.080
H 4.530 1.113 0.942 0.087
H 4.214 -0.620 0.966 0.070
H 4.407 0.244 -0.583 0.062
Br -5.009 0.719 2.765 0.781
P -1.982 -2.065 -1.708 0.929
C -0.787 -2.807 -2.873 -0.431
C -1.272 -4.089 -3.530 -0.132
H 0.122 -3.004 -2.280 0.040
H -0.510 -2.063 -3.636 0.075
H -0.446 -4.540 -4.096 0.086
H -1.602 -4.824 -2.788 0.065
H -2.088 -3.898 -4.241 0.075
C -3.161 -3.359 -1.122 -0.417
C -4.504 -3.502 -1.823 -0.142
H -3.344 -3.084 -0.069 0.054
H -2.640 -4.327 -1.100 0.074
H -5.150 -4.167 -1.237 0.085
H -5.035 -2.552 -1.921 0.065
H -4.416 -3.953 -2.816 0.073
C -2.988 -0.875 -2.730 -0.409
C -3.343 -1.262 -4.161 -0.134
H -2.390 0.053 -2.773 0.061
H -3.908 -0.649 -2.162 0.083
H -3.870 -0.418 -4.626 0.086
H -2.460 -1.460 -4.777 0.071
H -4.022 -2.123 -4.213 0.068
C -1.265 1.708 3.883 -0.021
N -0.385 0.852 4.672 -0.070
C -0.442 0.987 6.120 -0.142
C 0.389 -0.107 6.744 -0.144
C 1.771 -0.137 6.120 -0.128
N 1.569 -0.424 4.727 -0.086
C 2.537 -1.188 3.998 -0.014
C 0.494 0.030 4.061 -0.431
O 0.344 -0.382 2.857 -0.207
H -1.347 1.328 2.859 0.029
H -0.883 2.747 3.809 0.115
H -2.291 1.732 4.302 0.092
H -0.065 1.982 6.435 0.144
H -1.498 0.909 6.432 0.140
H -0.109 -1.070 6.551 0.136
H 0.465 0.032 7.825 0.133
H 2.394 -0.942 6.517 0.134
H 2.266 0.838 6.288 0.147
H 3.274 -0.528 3.514 0.102
H 3.053 -1.855 4.699 0.107
H 2.007 -1.778 3.241 0.082
```

***

no.,maximum force (hartree/bohr),energy (eV)
1,0.0278,-61841.338
2,0.0320,-78633.614
3,0.0435,-77497.423
4,0.0667,-72550.526
5,0.0703,-132643.707